## one
22
Properties=species:S:1:pos:R:3:mulliken_charge:R:1 method="wB97M-V/def2-TZVPD" total_charge=0 smiles=CCN(C)C.O.O e_lumo_ev=0.69 homo_ev=-7.84 gap_ev=8.5319
C -1.249 -0.127 -1.225 -1.1250
C -0.346 0.670 -0.293 -0.3558
N 0.972 0.079 -0.039 0.0392
C 1.535 0.373 1.257 -1.0417
C 1.311 -1.230 -0.559 -1.1277
H -2.296 -0.034 -0.948 0.2879
H -1.023 -1.189 -1.106 0.3613
H -1.052 0.116 -2.264 0.3105
H -0.187 1.656 -0.712 0.2064
H -0.815 0.871 0.669 0.3760
H 1.460 1.442 1.428 0.3761
H 1.077 -0.204 2.069 0.3417
H 2.595 0.139 1.169 0.3006
H 2.389 -1.376 -0.427 0.3187
H 1.144 -1.302 -1.635 0.3617
H 0.790 -2.061 -0.066 0.3722
O 4.484 -1.722 2.286 -0.6428
H 5.365 -1.342 2.316 0.3163
H 3.898 -1.239 2.873 0.3242
O -6.298 2.070 -1.645 -0.6446
H -5.410 1.685 -1.579 0.3239
H -6.844 1.475 -1.121 0.3208

## two
22
Properties=species:S:1:pos:R:3:mulliken_charge:R:1 method="wB97M-V/def2-TZVPD" total_charge=0 smiles=CCNCC.O.O e_lumo_ev=0.65 homo_ev=-8.52 gap_ev=9.1684
C -2.016 0.062 0.112 -0.9945
C -1.012 0.888 0.896 -0.5173
N 0.382 0.545 0.578 -0.0716
C 1.299 0.202 1.652 -0.5477
C 1.641 -1.278 1.743 -1.0459
H -2.099 -0.920 0.593 0.2905
H -1.763 -0.030 -0.941 0.2394
H -3.014 0.497 0.181 0.3697
H -1.213 1.878 0.468 0.2029
H -1.053 0.880 1.979 0.3769
H 0.487 -0.064 -0.221 0.1077
H 2.247 0.692 1.408 0.3151
H 0.937 0.616 2.591 0.3918
H 1.857 -1.624 0.737 0.2553
H 2.495 -1.375 2.405 0.3789
H 0.920 -1.907 2.272 0.2635
O -0.317 1.794 -2.246 -0.6513
H 0.280 1.073 -2.049 0.3222
H -0.579 2.168 -1.402 0.3271
O 0.063 -1.826 -2.186 -0.6353
H -0.615 -1.952 -1.515 0.3149
H 0.816 -2.338 -1.874 0.3077

Which one sits at the bottom of the stability order? one does.